A 2-piece molecular cluster, C18H16NO6 overall in a non-equilibrium geometry. Source: OMol25; level of theory: the ωB97M-V functional and the def2-TZVPD basis.

```
41
Properties=species:S:1:pos:R:3:forces:R:3:mulliken_charge:R:1
C -3.963 -1.493 -4.987 0.53 0.05 0.45 -1.3298
C -2.722 -1.355 -4.101 -0.03 0.13 -0.10 -0.2596
C -2.921 -0.365 -2.948 -0.30 0.14 -0.16 -0.4226
O -3.219 -0.964 -1.705 -0.09 -0.28 -0.21 -0.3760
C -2.118 -1.624 -1.119 0.13 0.09 0.50 -0.8624
C -1.260 -0.720 -0.263 0.14 0.00 -0.20 0.8825
C -1.781 0.432 0.313 0.41 0.14 0.23 -0.4686
C -0.981 1.211 1.144 -0.02 -0.40 -0.03 -1.2352
C 0.330 0.832 1.384 0.03 0.16 -0.04 0.7903
C 0.870 -0.307 0.792 -0.68 0.11 -0.16 0.2850
C 0.064 -1.079 -0.030 0.00 0.00 0.13 -1.1446
C 2.273 -0.676 1.062 -0.26 0.39 0.02 0.6226
O 2.686 -1.799 0.953 0.40 -0.86 -0.32 -0.6183
C 3.173 0.449 1.421 0.46 0.35 0.10 0.2599
C 4.537 0.376 1.145 -0.16 0.50 0.32 -0.8324
C 5.346 1.461 1.468 -0.05 -0.05 0.02 -0.4318
C 4.816 2.606 2.065 -0.33 -0.26 -0.05 -0.4845
C 3.456 2.675 2.348 0.23 -0.51 -0.16 -0.6779
C 2.645 1.590 2.021 0.16 0.00 -0.03 0.2182
C 1.180 1.637 2.298 0.01 -0.32 -0.31 0.5760
O 0.728 2.306 3.185 -0.25 0.75 0.40 -0.6025
H -4.758 -1.951 -4.407 -0.23 -0.04 -0.05 0.3159
H -3.726 -2.122 -5.839 -0.18 -0.06 -0.22 0.3720
H -4.289 -0.512 -5.322 -0.11 0.03 -0.19 0.3545
H -2.472 -2.341 -3.718 0.15 -0.07 0.16 0.2731
H -1.868 -1.024 -4.690 0.04 -0.03 -0.17 0.3148
H -3.793 0.243 -3.191 -0.08 0.12 0.12 0.3614
H -2.084 0.332 -2.863 0.24 -0.10 0.14 0.3100
H -2.525 -2.410 -0.483 -0.12 -0.04 0.03 0.3428
H -1.481 -2.117 -1.855 -0.03 -0.01 -0.19 0.3262
H -2.806 0.708 0.129 -0.14 0.00 -0.04 0.4931
H -1.363 2.088 1.641 -0.08 0.04 0.07 0.4467
H 0.479 -1.974 -0.476 0.02 -0.05 -0.01 0.4346
H 4.938 -0.512 0.685 0.05 -0.14 -0.02 0.4726
H 6.407 1.412 1.264 0.04 0.02 -0.04 0.3746
H 5.460 3.438 2.312 0.08 0.05 0.00 0.3943
H 3.005 3.535 2.815 -0.02 0.11 0.10 0.4740
N -0.565 -0.493 4.392 -0.11 -0.04 0.06 1.0205
O -1.654 -0.029 3.993 0.00 0.02 -0.02 -0.6470
O -0.168 -0.266 5.549 0.00 0.00 -0.03 -0.6998
O 0.125 -1.200 3.617 0.14 0.08 -0.08 -0.6225
```
Forces are in eV/Å.

Properties
* E_tot: -32698.96007 eV
* charge: -1

=====

C18H17AgN4O2S as an isolated structure in a non-equilibrium geometry. Source: OMol25; level of theory: the ωB97M-V functional and the def2-TZVPD basis.

```
43
Properties=species:S:1:pos:R:3:forces:R:3:mulliken_charge:R:1
Ag 0.880 0.117 -2.093 0.46 -0.19 0.65 0.2901
C 4.196 -1.504 -1.601 0.09 -1.03 -1.74 -0.8513
O 3.104 -1.122 -0.815 -0.75 -0.56 -1.26 -0.2775
C 3.245 -0.756 0.461 -0.52 0.74 0.62 0.3073
C 4.393 -0.900 1.194 0.66 0.48 1.23 -0.4327
C 4.568 -0.477 2.520 -3.28 1.03 -0.43 -0.8096
C 3.434 0.194 3.094 0.40 -0.96 -1.79 -0.5946
C 2.224 0.319 2.350 1.79 -0.44 0.26 -0.2690
C 2.114 -0.157 1.042 0.28 -0.22 1.03 0.3076
N 0.917 -0.102 0.309 -1.42 0.24 -0.38 -0.0733
N -0.124 -0.174 1.050 0.85 -0.37 -0.42 0.0354
C -1.399 -0.156 0.568 -0.66 0.20 1.04 -0.1922
C -1.837 0.400 -0.635 -1.63 0.86 -1.58 1.3695
O -1.096 0.985 -1.488 -0.12 -0.18 0.04 -1.1130
C -3.312 0.432 -0.981 -0.16 -0.97 1.96 -0.5807
C -4.251 0.083 -0.038 1.78 0.40 -1.21 -0.9567
C -3.804 -0.355 1.255 -0.82 -0.64 0.28 0.7260
C -4.790 -0.777 2.157 1.67 -0.58 1.99 -0.7704
C -4.411 -1.366 3.385 -0.61 1.13 -1.72 -0.5993
C -3.087 -1.602 3.636 1.50 0.13 -0.51 -0.6239
C -2.078 -1.193 2.740 -1.26 -0.37 0.62 -0.6070
C -2.428 -0.539 1.561 0.31 -0.01 -0.74 0.4967
H 4.455 -2.624 -1.542 -0.21 1.74 0.31 0.2757
H 5.006 -0.825 -1.437 1.00 -0.04 0.52 0.4491
H 3.964 -1.286 -2.685 -0.33 -0.44 1.12 0.1629
H 5.277 -1.239 0.755 1.03 -0.95 -0.97 0.4227
H 5.497 -0.688 3.006 0.24 0.25 0.37 0.4275
H 3.463 0.649 4.053 0.13 0.10 0.77 0.3946
H 1.386 0.798 2.806 -0.40 0.23 0.11 0.4551
H -3.620 0.665 -1.993 0.30 0.23 0.00 0.3356
H -5.317 0.044 -0.251 0.20 0.18 -0.03 0.3458
H -5.831 -0.667 2.005 -0.84 0.32 -0.62 0.3978
H -5.153 -1.553 4.125 -0.48 -0.46 0.35 0.4167
H -2.834 -2.158 4.520 0.30 0.01 0.34 0.3798
H -1.044 -1.427 2.920 0.16 0.02 0.13 0.4240
N -1.205 2.001 -3.990 -1.06 -1.39 0.51 -0.3276
C -0.022 1.993 -4.542 0.70 0.64 0.61 0.6268
N 0.364 3.096 -5.187 -1.24 0.40 -0.25 -0.4416
S 1.161 0.793 -4.360 0.29 -0.66 -0.46 -0.4559
H -1.621 2.874 -3.793 -0.52 0.94 -0.02 0.2333
H -1.437 1.299 -3.274 0.32 0.21 -0.08 0.2833
H -0.273 3.878 -5.403 0.96 -0.82 0.12 0.2220
H 1.324 3.027 -5.404 0.89 0.83 -0.75 0.1914
```
Forces are in eV/Å.

Properties
* E_tot: -43830.40771 eV
* charge: 0
* energy above the lowest of the compared OMol25 structures with the same formula, charge and spin: 0.0 kcal/mol

=====

C18H17AsCl7NORhS2 as an isolated structure. Source: OMol25; level of theory: the ωB97M-V functional and the def2-TZVPD basis.

```
48
Properties=species:S:1:pos:R:3:forces:R:3:mulliken_charge:R:1
Rh -0.537 -0.268 -0.521 0.30 -0.63 0.07 0.1036
Cl -1.382 2.310 -0.367 -0.09 0.19 -0.04 -0.0435
C -2.725 2.342 -1.470 0.03 -0.14 -0.02 0.9330
C -3.458 3.504 -1.499 -0.05 0.03 -0.03 -0.7828
C -4.541 3.598 -2.365 -0.04 0.03 -0.01 -0.3436
C -4.886 2.543 -3.196 -0.01 0.10 0.03 -0.7141
C -4.150 1.376 -3.163 0.08 -0.02 0.05 0.1660
Cl -4.621 0.101 -4.213 0.05 -0.01 0.04 -0.1606
C -3.036 1.223 -2.289 -0.07 0.11 0.03 0.2083
S -2.183 -0.254 -2.273 0.00 0.05 -0.08 -0.0354
H -3.188 4.328 -0.852 -0.01 -0.02 -0.02 0.4436
H -5.124 4.510 -2.389 0.02 -0.03 -0.01 0.3929
H -5.726 2.618 -3.871 0.01 0.01 0.01 0.4420
Cl -1.081 3.002 5.751 0.04 -0.05 -0.09 -0.1686
C -0.544 2.031 4.436 0.04 0.08 0.12 0.3518
C -1.457 1.331 3.663 -0.15 -0.11 -0.13 -0.1781
Cl -3.143 1.418 3.987 0.04 0.02 0.02 -0.1781
C -0.997 0.548 2.612 -0.26 -0.05 -0.11 1.0285
Cl -2.123 -0.345 1.610 -0.13 0.01 0.21 -0.1351
C 0.351 0.428 2.261 0.18 -0.25 -0.27 -0.8464
O 0.753 -0.316 1.261 -0.12 0.36 0.28 -0.2616
C 1.251 1.148 3.066 0.21 0.05 0.07 0.4253
Cl 2.928 1.018 2.672 -0.10 0.04 0.07 -0.1784
C 0.817 1.929 4.130 0.14 0.03 0.00 0.0568
Cl 1.965 2.786 5.075 -0.03 -0.01 -0.01 -0.1694
C 0.154 -3.024 2.599 -0.04 0.01 0.06 -0.9323
As 1.134 -3.132 0.962 -0.09 -0.10 -0.20 0.9289
C 1.410 -5.022 0.755 -0.02 -0.05 -0.01 -1.1394
C 2.881 -2.378 1.083 0.09 0.06 0.01 -0.9374
S 0.055 -2.584 -0.827 -0.11 0.19 0.07 -0.4310
H 0.566 -3.785 3.261 -0.03 0.02 0.04 0.4565
H -0.885 -3.255 2.374 -0.04 0.01 0.05 0.3355
H 0.237 -2.039 3.043 0.00 0.02 -0.01 0.1827
H 2.075 -5.377 1.542 0.00 -0.01 0.01 0.4119
H 1.845 -5.225 -0.220 0.02 0.01 -0.01 0.3743
H 0.447 -5.524 0.832 0.01 -0.03 -0.01 0.3886
H 3.233 -2.496 2.107 0.04 0.00 -0.01 0.3887
H 2.822 -1.323 0.836 0.01 0.02 0.00 0.1303
H 3.521 -2.928 0.396 0.06 0.03 0.00 0.4255
C 3.829 0.001 -3.732 -0.06 0.04 0.04 -1.0701
C 2.785 1.120 -3.629 -0.12 -0.11 0.20 -0.2884
C 1.854 0.893 -2.515 0.34 0.10 -0.19 0.0885
N 1.159 0.696 -1.626 -0.07 -0.02 -0.25 -0.2148
H 4.502 0.217 -4.558 0.00 -0.01 0.00 0.3395
H 3.353 -0.961 -3.914 0.00 0.02 0.00 0.3182
H 4.415 -0.067 -2.817 0.01 0.00 -0.01 0.3227
H 2.194 1.193 -4.542 -0.03 0.00 0.00 0.2767
H 3.255 2.090 -3.468 0.01 0.02 0.02 0.2888
```
Forces are in eV/Å.

Properties
* spin multiplicity: 5
* E_tot: -195647.18652 eV
* charge: +1

=====

C18H17AsN2S6Tc as an isolated structure in a non-equilibrium geometry. Source: OMol25; level of theory: the ωB97M-V functional and the def2-TZVPD basis.

```
45
Properties=species:S:1:pos:R:3:forces:R:3:mulliken_charge:R:1
Tc -0.450 0.202 0.406 0.46 1.17 -0.20 0.0518
C -2.780 -0.048 0.743 0.55 0.84 0.62 0.9797
C -2.301 0.966 1.693 -0.72 -1.67 -0.26 0.3833
C -1.305 0.311 2.515 0.02 0.96 0.04 0.6402
C -1.153 -1.048 2.033 -1.70 0.65 0.51 1.2181
C -2.129 -1.281 0.998 0.02 0.42 -0.49 0.5974
C -2.445 -2.591 0.338 -1.19 -0.05 0.92 -1.3631
C -0.407 -2.109 2.689 2.75 -1.11 1.24 -2.1666
C -0.682 0.995 3.725 -0.50 -1.37 -0.19 -1.6715
C -3.006 2.305 1.831 2.55 0.97 -1.90 -1.3066
C -3.816 0.289 -0.260 -1.25 -0.53 -0.06 -1.8891
H -2.424 -2.423 -0.738 -0.64 -0.34 -0.07 0.4194
H -3.466 -3.008 0.773 2.09 0.82 -1.23 0.3018
H -1.643 -3.290 0.545 -0.10 -0.30 0.10 0.3258
H -0.793 -2.447 3.662 -0.39 0.47 -0.26 0.3261
H 0.644 -1.778 2.921 -0.94 -0.21 -0.19 0.3636
H -0.268 -3.042 2.127 -0.26 0.47 -0.25 0.3724
H -1.503 1.283 4.383 0.05 -0.05 0.14 0.4365
H -0.206 1.899 3.407 0.57 0.46 0.01 0.3628
H -0.008 0.318 4.288 -0.27 0.57 -0.45 0.3495
H -2.222 3.103 1.578 -1.13 -0.81 0.56 0.3232
H -3.335 2.500 2.815 -0.45 0.00 1.15 0.4035
H -3.808 2.479 1.094 0.33 -0.42 0.57 0.2800
H -4.829 0.250 0.230 0.75 -0.65 -0.60 0.3391
H -3.742 -0.276 -1.209 -0.29 0.06 0.74 0.3699
H -3.786 1.328 -0.511 0.42 0.63 -0.38 0.3558
S 1.746 0.629 0.931 -1.12 -0.23 -0.42 -0.1199
C 2.622 0.107 -0.504 -1.25 -0.47 1.66 1.0697
C 3.927 0.461 -0.669 1.16 0.97 -1.33 -0.8418
C 4.606 0.020 -1.791 0.11 0.21 -0.44 0.5668
C 5.884 0.573 -2.155 0.17 0.26 0.61 -0.3201
N 6.884 1.095 -2.371 -0.12 -0.17 -0.09 -0.3982
C 3.969 -0.806 -2.735 -0.04 0.52 0.87 0.4647
C 2.668 -1.187 -2.521 -1.04 -0.47 -0.51 -0.7697
C 1.979 -0.746 -1.373 0.55 -0.66 -1.02 0.3823
S 0.336 -1.207 -1.083 -0.16 -0.11 -0.18 -0.0577
C 4.624 -1.081 -3.957 -0.61 -0.24 0.55 -0.2664
N 5.035 -1.334 -4.985 0.75 -0.29 -1.43 -0.3934
H 4.315 1.325 -0.172 0.45 -0.07 0.82 0.4622
H 2.152 -1.752 -3.317 0.25 0.17 0.66 0.4704
S 2.142 2.101 -4.919 0.10 -0.18 0.14 -0.1827
As 0.563 1.566 -3.806 -0.50 0.61 0.49 0.5145
S -1.089 2.057 -0.757 1.43 -0.16 -0.41 -0.0362
S 0.744 2.578 -1.745 -1.20 -0.63 -0.24 -0.1181
S -1.240 0.709 -4.146 0.36 -0.04 0.17 -0.2291
```
Forces are in eV/Å.

Properties
* E_tot: -149964.80154 eV
* charge: +1
* energy above the lowest of the compared OMol25 structures with the same formula, charge and spin: 26.7 kcal/mol

=====

C18H17BrN3O2V as an isolated structure in a non-equilibrium geometry. Source: OMol25; level of theory: the ωB97M-V functional and the def2-TZVPD basis.

```
42
Properties=species:S:1:pos:R:3:forces:R:3:mulliken_charge:R:1
V 1.094 -1.038 -0.826 -0.68 -0.74 4.83 1.2228
O -1.367 -1.593 -1.684 0.38 -0.21 0.46 -0.3389
C -1.711 -1.179 -2.955 -0.33 0.28 -0.84 0.8877
C -2.950 -1.535 -3.476 0.29 0.06 0.25 -0.7940
C -3.349 -1.083 -4.719 0.16 0.03 -0.02 -0.6997
C -2.502 -0.281 -5.467 -0.07 0.13 -0.10 -0.6983
C -1.255 0.056 -4.973 -0.07 -0.26 0.24 -0.7192
C -0.841 -0.391 -3.719 0.40 -0.21 0.37 0.4613
C 0.535 0.035 -3.201 -2.09 2.38 -1.89 -0.0198
O 1.085 -0.884 -2.396 1.60 -1.34 -5.35 -0.6998
N 0.435 1.205 -2.308 0.33 0.86 -1.61 -0.4248
N 0.457 0.853 -1.021 -0.65 1.48 1.62 0.0496
C 0.159 1.707 -0.083 0.08 -0.20 -0.85 -0.0221
C 0.272 1.391 1.294 -0.17 0.22 0.86 0.0840
Br 0.793 -0.476 1.511 -0.16 0.77 1.58 0.1437
C 0.078 2.276 2.319 0.20 -0.74 -0.90 -0.4433
C 0.311 2.251 3.724 0.11 0.11 1.09 1.4359
C 0.087 3.461 4.431 0.09 -0.45 -0.42 -0.4807
C 0.430 3.584 5.758 0.12 -0.14 0.31 -0.6708
C 0.990 2.507 6.437 -0.11 0.03 -0.33 -0.3856
C 1.167 1.293 5.779 0.00 0.08 0.14 -0.8878
C 0.833 1.158 4.451 -0.13 0.26 -0.29 -0.2850
H -2.027 -2.240 -1.389 0.18 0.22 0.02 0.3156
H -3.605 -2.161 -2.887 -0.15 -0.08 0.07 0.3404
H -4.317 -1.362 -5.102 -0.10 -0.03 -0.04 0.4233
H -2.815 0.085 -6.433 0.00 -0.01 -0.07 0.4206
H -0.592 0.663 -5.570 0.14 0.06 -0.06 0.4073
H 1.183 0.290 -4.059 -0.14 -0.19 0.42 0.5153
H -0.105 2.021 -2.601 0.09 -0.45 0.18 0.3141
H -0.137 2.722 -0.348 -0.02 -0.11 0.04 0.3997
H -0.272 3.242 1.967 0.00 0.05 -0.20 0.2476
H -0.344 4.310 3.919 -0.01 0.07 -0.13 0.3671
H 0.278 4.519 6.274 -0.05 0.09 0.00 0.4081
H 1.291 2.610 7.467 -0.02 0.01 0.11 0.4137
H 1.580 0.451 6.312 0.04 -0.09 0.06 0.4038
H 0.991 0.203 3.984 0.04 -0.07 -0.02 0.1336
C 2.504 -5.224 -0.002 0.44 -1.24 0.14 -0.9381
C 2.069 -3.896 -0.196 -0.53 1.54 -0.15 0.3286
N 1.705 -2.813 -0.354 0.84 -2.35 0.52 -0.1781
H 3.595 -5.276 -0.057 -0.06 0.05 -0.02 0.3240
H 2.078 -5.867 -0.777 0.02 0.05 0.03 0.3187
H 2.187 -5.593 0.977 -0.02 0.09 -0.06 0.3192
```
Forces are in eV/Å.

Properties
* spin multiplicity: 3
* E_tot: -123220.56356 eV
* charge: +2
* energy above the lowest of the compared OMol25 structures with the same formula, charge and spin: 10.3 kcal/mol

=====

C18H17Cl3IrN6OP as an isolated structure in a non-equilibrium geometry. Source: OMol25; level of theory: the ωB97M-V functional and the def2-TZVPD basis.

```
47
Properties=species:S:1:pos:R:3:forces:R:3:mulliken_charge:R:1
Ir 1.134 0.565 0.717 1.13 0.64 0.46 1.7227
C -3.882 -1.455 0.392 -1.08 -0.67 -0.41 -0.7725
N -2.631 -1.112 1.033 2.64 -0.59 1.23 0.1724
C -2.013 -1.802 2.116 -1.06 0.22 0.05 -0.6332
C -0.752 -1.295 2.295 -0.60 0.13 -0.49 -0.3208
N -0.547 -0.357 1.311 -3.93 -1.45 -0.08 -0.2412
C -1.691 -0.273 0.527 0.11 -0.41 2.13 0.2122
P -2.069 1.114 -0.635 2.14 -0.49 0.93 -0.4019
C -1.099 2.303 0.438 -0.28 2.73 0.54 0.1833
N 0.174 2.204 0.928 -2.31 2.77 0.30 -0.1785
C 0.558 3.341 1.610 -3.14 0.44 -0.96 -0.0370
C -0.562 4.185 1.539 0.67 -0.72 -0.44 -0.7948
N -1.591 3.560 0.774 2.87 -1.86 0.89 0.1955
C -2.897 4.053 0.348 -0.44 1.01 0.04 -0.7651
C -0.572 0.673 -1.627 1.40 1.27 -2.11 0.1109
N 0.757 0.900 -1.261 -3.05 -0.40 -2.94 -0.2570
C 1.548 0.668 -2.353 -0.71 -0.43 0.06 -0.3675
C 0.748 0.314 -3.408 -1.64 0.18 0.29 -0.6165
N -0.648 0.400 -2.981 3.74 -0.40 2.03 0.1664
C -1.867 -0.043 -3.660 -0.67 -0.50 0.17 -0.7356
H -3.798 -2.456 -0.064 0.08 0.49 0.04 0.3572
H -4.126 -0.715 -0.387 0.13 -0.30 0.36 0.3160
H -4.725 -1.521 1.096 0.48 0.29 -0.02 0.3351
H -2.564 -2.528 2.736 0.33 0.47 -0.64 0.4568
H 0.013 -1.470 3.067 -0.69 -0.14 -0.54 0.4899
H 1.545 3.341 2.058 -0.40 0.65 0.08 0.4240
H -0.626 5.177 1.951 -0.43 0.11 -0.07 0.4891
H -3.426 4.604 1.129 0.39 -0.19 0.19 0.3594
H -3.545 3.233 0.051 0.19 -0.07 -0.01 0.3080
H -2.778 4.753 -0.484 0.09 -0.19 -0.01 0.3663
H 2.627 0.740 -2.194 -0.44 -0.11 -0.71 0.4999
H 1.035 -0.024 -4.393 -0.25 0.22 -0.03 0.4928
H -1.773 0.055 -4.741 0.02 0.32 0.16 0.3476
H -2.716 0.559 -3.262 0.58 -0.38 -0.57 0.3061
H -2.068 -1.121 -3.457 0.27 0.77 0.00 0.3249
Cl 6.287 -4.064 1.741 -1.07 0.58 -0.81 -0.0167
C 4.921 -3.236 1.093 0.15 -1.35 0.81 0.2811
C 4.752 -1.895 1.471 0.52 2.04 0.60 -0.4111
C 3.620 -1.224 1.107 0.53 -0.82 0.11 0.5755
Cl 3.326 0.468 1.410 2.14 -0.48 0.90 -0.1173
C 2.594 -1.896 0.419 -2.51 0.92 -2.09 -0.1399
O 1.499 -1.284 -0.021 3.24 -2.91 0.70 -0.5839
C 2.762 -3.260 0.006 0.58 -0.25 0.22 0.4057
Cl 1.536 -3.919 -0.966 0.34 -0.24 0.27 -0.0680
C 3.907 -3.916 0.379 0.59 -1.34 -0.42 -0.3443
H 5.536 -1.363 2.038 -0.36 -0.48 -0.37 0.4703
H 4.087 -4.982 0.114 -0.27 0.94 0.16 0.4339
```
Forces are in eV/Å.

Properties
* spin multiplicity: 6
* E_tot: -79591.89578 eV
* charge: +3
* energy above the lowest of the compared OMol25 structures with the same formula, charge and spin: 0.0 kcal/mol